The following is a quantum chemistry calculation of 2 unconnected molecules or ions with the total composition C2H8N3O in a non-equilibrium geometry, from the Open Molecules 2025 dataset.

Each line ends with the Löwdin charge.
CARTESIAN COORDINATES (ANGSTROEM)
C (0.433, 0.902, 0.672)  -0.433
C (-0.558, -1.339, 0.541)  0.123
N (1.676, 1.353, 0.421)  0.174
N (-0.601, 1.222, 1.274)  0.185
N (0.433, -0.608, 0.302)  0.091
O (-1.128, -0.757, -2.092)  -0.007
H (-1.562, -0.846, 0.896)  0.168
H (-0.299, -2.446, 0.361)  0.161
H (1.688, 2.269, 0.060)  0.112
H (2.446, 0.831, -0.004)  0.131
H (-0.710, 2.195, 1.556)  0.103
H (-1.980, -0.333, -1.983)  0.064
H (1.363, -0.776, 0.055)  0.130
H (-1.201, -1.666, -2.060)  -0.001

Its maximum force is 4.3 eV Å⁻¹. For the orbital gap, the calculation gives 9.91 eV. The total energy is -8713.1202 eV. As for the LUMO energy: -0.182 hartree. Its total charge is +1. The calculation puts the energy above the lowest of the compared OMol25 structures with the same formula, charge and spin at 77.4 kcal/mol. Its spin multiplicity is 1.